An isolated ion of composition C7H10F4N3O and charge +1. Source: the OMol25 dataset; level of theory: ωB97M-V/def2-TZVPD.

CARTESIAN COORDINATES (ANGSTROEM)
1 N -0.93 1.43 -1.60
2 C 0.14 0.69 -1.12
3 N 0.97 1.26 -0.26
4 C 0.43 1.79 1.02
5 C -0.35 0.77 1.84
6 C 0.42 -0.41 2.30
7 F -0.30 -1.26 3.07
8 C 1.75 -0.69 2.17
9 F 2.35 -1.00 1.02
10 F 2.63 -0.67 3.14
11 N 0.40 -0.58 -1.54
12 C -0.67 -1.33 -2.20
13 C -1.36 -2.28 -1.26
14 O -1.55 -3.41 -1.49
15 F -1.79 -1.70 -0.12
16 H -1.84 1.39 -1.17
17 H -0.78 2.04 -2.39
18 H 1.79 0.67 -0.12
19 H 1.24 2.27 1.58
20 H -0.25 2.60 0.76
21 H -0.69 1.27 2.75
22 H -1.26 0.49 1.30
23 H 1.29 -0.69 -2.02
24 H -0.24 -1.95 -2.98
25 H -1.41 -0.70 -2.69

Total charge: +1
HOMO level (eV): -11.9982
2S+1: 1
LUMO energy (Ha): -0.1864
Structure (SMILES): N/C(NCCC(F)=C(F)F)=[NH+]\CC(=O)F


One molecule with the formula C7H10FN3. Source: the OMol25 dataset; level of theory: ωB97M-V/def2-TZVPD.

CARTESIAN COORDINATES (ANGSTROEM)
1 C 1.60 -0.12 -1.36
2 C 0.93 -0.20 0.94
3 C -0.32 -1.07 1.32
4 C -0.81 1.09 0.95
5 C -2.77 -0.45 1.52
6 C 1.82 -0.22 -2.80
7 C 1.78 1.15 -2.07
8 N 1.44 -0.75 -0.33
9 N 0.45 1.14 0.81
10 N -1.42 -0.15 1.15
11 F -1.63 2.13 0.88
12 H 1.63 -0.27 1.83
13 H -0.46 -1.83 0.65
14 H -0.22 -1.46 2.41
15 H -2.94 -0.22 2.51
16 H -3.42 0.26 1.00
17 H -2.95 -1.47 1.28
18 H 2.69 -0.73 -3.17
19 H 1.02 -0.34 -3.45
20 H 1.02 1.78 -2.37
21 H 2.56 1.72 -1.69

Relative energy (zero: lowest compared OMol25 entry of this formula, charge and spin) (kcal per mole): 17.0
HOMO level (eV): -8.4442
2S+1: 1
LUMO energy (Ha): 0.0313
Structure (SMILES): CN1C[C@@H](N=C2CC2)N=C1F


An isolated ion of composition C7H10N and charge +1. Source: the OMol25 dataset; level of theory: ωB97M-V/def2-TZVPD.

CARTESIAN COORDINATES (ANGSTROEM)
1 C -2.27 0.35 1.33
2 C 0.12 1.63 -0.93
3 C -2.01 0.26 -0.09
4 C 0.80 0.56 -0.11
5 C -0.73 0.84 -0.07
6 C 1.33 -1.82 0.42
7 C 1.23 -0.77 -0.67
8 N -1.40 1.26 1.21
9 H -3.10 0.17 2.03
10 H 0.35 2.62 -0.75
11 H -0.06 1.56 -1.94
12 H -2.68 0.50 -0.78
13 H 1.25 0.88 0.76
14 H 2.12 -1.43 1.15
15 H 1.75 -2.82 0.04
16 H 0.42 -2.13 0.89
17 H 0.56 -0.94 -1.62
18 H 2.32 -0.73 -0.89

Total charge: +1
Relative energy (zero: lowest compared OMol25 entry of this formula, charge and spin) (kcal per mole): 116.4
HOMO level (eV): -14.8257
2S+1: 1
LUMO energy (Ha): -0.2109
Structure (SMILES): CC[C@H]1C[C@@]12[C@H]1C=[N+]12


An isolated ion of composition C7H10N and charge +1. Source: the OMol25 dataset; level of theory: ωB97M-V/def2-TZVPD.

CARTESIAN COORDINATES (ANGSTROEM)
1 C 1.00 -0.98 -1.95
2 C 1.00 1.27 -0.88
3 C 0.54 -1.35 -0.56
4 C -0.36 0.27 1.15
5 C 1.65 0.03 -1.23
6 C -0.21 0.84 -0.17
7 C -1.52 0.50 2.07
8 N -0.56 -0.55 -0.02
9 H 1.49 -1.81 -2.31
10 H 0.12 -0.75 -2.59
11 H 1.73 1.90 -0.29
12 H 0.82 1.80 -1.73
13 H 0.95 -2.03 0.20
14 H 0.52 0.02 1.64
15 H -1.34 1.04 2.97
16 H -1.85 -0.59 2.41
17 H -2.39 1.11 1.59
18 H -1.59 -0.72 -0.29

Total charge: +1
Relative energy (zero: lowest compared OMol25 entry of this formula, charge and spin) (kcal per mole): 163.6
HOMO level (alpha / beta) (eV): -13.4069 / -13.5118
2S+1: 1
LUMO energy (alpha / beta) (Ha): -0.1936 / -0.2004


An isolated ion of composition C7H10N and charge +1. Source: the OMol25 dataset; level of theory: ωB97M-V/def2-TZVPD.

CARTESIAN COORDINATES (ANGSTROEM)
1 C 2.56 0.00 0.33
2 C 3.36 -0.93 0.56
3 C 1.99 1.41 0.64
4 C 0.66 0.15 -1.39
5 C -0.31 -0.41 -0.42
6 C -1.49 0.43 0.00
7 C -0.34 -1.88 0.10
8 N 1.27 0.42 -0.10
9 H 1.79 1.59 1.61
10 H 2.38 2.26 0.14
11 H 1.27 -0.42 -2.05
12 H 0.24 0.95 -2.02
13 H -1.56 1.34 -0.67
14 H -1.56 0.70 0.99
15 H -2.32 -0.28 -0.14
16 H -1.40 -2.18 -0.11
17 H -0.12 -1.76 1.16
18 H 0.32 -2.61 -0.33

Total charge: +1
Relative energy (zero: lowest compared OMol25 entry of this formula, charge and spin) (kcal per mole): 165.5
HOMO level (eV): -14.6566
2S+1: 1
LUMO energy (Ha): -0.2037


One molecule with the formula C7H10N2. Source: the OMol25 dataset; level of theory: ωB97M-V/def2-TZVPD.

CARTESIAN COORDINATES (ANGSTROEM)
1 C 0.39 0.06 -0.07
2 C 1.37 2.61 0.08
3 C 1.62 -0.38 0.17
4 C -0.79 0.58 -0.14
5 C 1.98 -1.86 0.00
6 C -1.51 0.89 1.15
7 C -1.64 0.83 -1.39
8 N 2.25 1.81 0.09
9 N 2.64 0.60 0.02
10 H 3.02 -2.20 0.22
11 H 1.48 -2.41 0.69
12 H 1.55 -2.27 -0.93
13 H -0.91 0.75 2.07
14 H -2.33 0.08 1.38
15 H -1.83 1.82 1.00
16 H -1.41 0.17 -2.13
17 H -1.25 1.87 -1.62
18 H -2.68 0.82 -0.89
19 H 3.64 0.50 0.00

Relative energy (zero: lowest compared OMol25 entry of this formula, charge and spin) (kcal per mole): 136.2
HOMO level (eV): -8.0437
2S+1: 1
LUMO energy (Ha): 0.0289